Record 1
DFT (wB97M-V/def2-TZVPD) results for the molecule C4H8N4 at a distorted geometry.

```
16
Properties=species:S:1:pos:R:3:nbo_charge:R:1
H -1.4152 -1.5353 0.1770 0.250
H 1.7245 -0.7802 -2.7594 0.168
C 1.7731 0.1111 -2.1196 -0.067
H -2.7592 1.3999 1.3402 0.327
N -2.3678 0.5326 1.0007 -0.713
H 0.8700 -2.3892 1.0775 0.211
H 1.4022 -0.7434 1.3174 0.212
C -0.6012 -0.7921 0.3339 -0.130
H -0.8368 2.4977 0.9943 0.385
C 0.7131 -1.3548 0.7826 -0.251
C -1.1162 0.5599 0.7415 0.421
H 2.2360 0.9926 -2.5200 0.187
N 0.5458 -1.1101 -0.6564 -0.271
N 1.2102 0.0644 -0.9572 -0.318
H 0.4689 1.5756 0.2209 0.418
N -0.2887 1.6327 0.8589 -0.829
```

The energy above the lowest of the compared OMol25 structures with the same formula, charge and spin comes out at 66.3 kcal/mol. Its maximum force is 3.34 eV Å⁻¹. The spin multiplicity is 1.

Record 2
DFT (wB97M-V/def2-TZVPD) results for the molecule C4H8N4 at a distorted geometry.

```
16
Properties=species:S:1:pos:R:3:nbo_charge:R:1
C 2.4839 1.1891 -0.2300 0.172
N -0.9084 1.2300 -0.3665 -0.601
N 0.6274 -1.8770 0.0114 -0.815
C 1.0935 -0.5491 -0.0272 0.114
H -2.8178 0.4601 0.0289 0.190
H -0.8683 2.0079 -0.8819 0.384
H -1.7247 -0.7757 -0.4306 0.219
H 1.3092 -2.4479 0.4504 0.361
H 3.4045 1.7007 -0.2489 0.181
C -2.0101 0.2717 -0.5595 -0.400
H 3.4010 -0.7005 -0.2450 0.427
C 0.3670 0.8030 -0.1852 0.299
H 0.6400 -2.0855 -0.9860 0.360
N 1.2937 1.7551 -0.2423 -0.511
H -2.3385 0.4360 -1.6815 0.174
N 2.4786 -0.1521 -0.1487 -0.555
```

The energy above the lowest of the compared OMol25 structures with the same formula, charge and spin comes out at 43.4 kcal/mol. Its maximum force is 5.74 eV Å⁻¹. The spin multiplicity is 1.

Record 3
DFT (wB97M-V/def2-TZVPD) results for the molecule C4H8N4 at a distorted geometry.

```
16
Properties=species:S:1:pos:R:3:nbo_charge:R:1
H 0.5592 1.1297 1.5165 0.222
H -2.8113 -0.6016 -1.0019 0.385
H 0.2383 0.8574 -1.4169 0.234
N -2.0791 -0.1142 -0.4029 -0.743
H 1.3461 -2.3144 1.1442 0.227
N 2.0886 0.3411 -0.6911 -0.174
H -0.5533 1.9538 0.3716 0.205
C 1.4410 -1.4968 0.3082 -0.194
H 1.0540 2.4054 0.3630 0.231
C 0.2679 -0.9082 -0.1411 0.212
N -1.0961 -1.1353 0.0851 -0.459
C 0.4212 1.5449 0.5314 -0.583
H -1.6599 -2.1429 -0.3252 0.385
N 2.4766 -0.8114 -0.2063 -0.163
H -2.3629 0.7633 0.4469 0.396
C 0.6697 0.5292 -0.5815 -0.178
```

The energy above the lowest of the compared OMol25 structures with the same formula, charge and spin comes out at 140.3 kcal/mol. Its maximum force is 5.72 eV Å⁻¹. The spin multiplicity is 1.

Record 4
DFT (wB97M-V/def2-TZVPD) results for the molecule C4H8N4 at a distorted geometry.

```
16
Properties=species:S:1:pos:R:3:nbo_charge:R:1
N -1.0860 1.6014 -0.3617 -0.788
C 1.3334 -0.0774 1.1561 -0.414
C 1.3046 -0.7212 -1.0496 -0.376
N 0.8539 0.2862 -0.1583 -0.484
C -2.6008 -0.5852 -0.0069 0.397
H -0.5200 2.3542 -0.3179 0.404
H 0.9828 -1.9110 -0.7671 0.176
H -2.3208 1.6215 -0.3285 0.452
H 2.3135 -0.7581 -1.0095 0.198
H 2.3987 -0.0605 1.3226 0.216
N -3.7623 -0.4662 0.1347 -0.423
H 0.7589 0.4672 1.9942 0.204
N -1.2975 -0.7631 0.0033 -0.613
H 0.9467 -0.8935 1.5268 0.194
C -0.5409 0.3347 -0.2031 0.669
H 1.2357 -0.4289 -1.9351 0.188
```

The energy above the lowest of the compared OMol25 structures with the same formula, charge and spin comes out at 86.5 kcal/mol. Its maximum force is 8.59 eV Å⁻¹. The spin multiplicity is 1.

Record 5
DFT (wB97M-V/def2-TZVPD) results for a structure of composition C4H8N4 at a distorted geometry.

```
16
Properties=species:S:1:pos:R:3:nbo_charge:R:1
C 1.2310 0.4290 1.6922 0.286
N 0.2244 1.0632 1.2826 -0.443
N -0.6418 1.5523 -0.7604 -0.377
H -1.3481 0.0919 -1.8360 0.177
H -2.5943 1.4256 -1.9372 0.208
C -0.2513 -0.7295 0.0427 -0.334
H -0.9837 -1.6144 -0.7093 0.220
C -0.1330 0.7430 -0.0190 0.322
H 1.5195 -1.7003 -0.6347 0.360
H -0.8715 -0.9490 0.9219 0.207
N 1.0925 -1.4161 0.3877 -0.510
H 1.5617 0.5723 2.8224 0.162
H 1.6702 -1.4390 2.0350 0.403
H -0.9404 1.5355 -2.6688 0.204
N 1.9306 -0.6959 1.2744 -0.455
C -1.4659 1.1314 -1.8934 -0.430
```

The energy above the lowest of the compared OMol25 structures with the same formula, charge and spin comes out at 133.3 kcal/mol. Its maximum force is 7.13 eV Å⁻¹. The spin multiplicity is 1.

Record 6
DFT (wB97M-V/def2-TZVPD) results for the molecule C4H8N4 at a distorted geometry.

```
16
Properties=species:S:1:pos:R:3:nbo_charge:R:1
C 0.7747 -0.5938 0.3982 0.192
C -0.9199 -0.5302 0.5075 0.396
H -0.4447 3.4052 -1.0336 0.403
N -1.1385 2.6796 -0.9210 -0.785
H -0.9658 -2.3624 1.0435 0.342
N 1.4665 -0.1062 1.3748 -0.609
H 0.3923 1.0260 -0.5517 0.176
H 0.5598 -2.1515 -1.0683 0.226
C 1.3380 -1.6978 -0.4494 -0.695
H 2.1124 -1.2926 -1.1067 0.236
H 1.7814 -2.4714 0.1823 0.241
N -1.5716 -1.5817 0.7936 -0.636
N -1.4945 0.6323 0.1244 -0.557
H 0.9192 0.6149 1.8624 0.335
H -2.0665 2.9709 -0.6312 0.410
C -0.7429 1.4587 -0.5248 0.324
```

The energy above the lowest of the compared OMol25 structures with the same formula, charge and spin comes out at 44.1 kcal/mol. Its maximum force is 3.56 eV Å⁻¹. The spin multiplicity is 1.

Record 7
DFT (wB97M-V/def2-TZVPD) results for the molecule C4H8N4 at a distorted geometry.

```
16
Properties=species:S:1:pos:R:3:nbo_charge:R:1
C -1.0078 -0.7611 -0.6793 -0.272
C -0.3354 0.2160 0.2637 -0.012
H 3.5996 -0.8888 0.2281 0.207
H -0.7698 -0.4978 -1.7179 0.203
H -3.2081 0.3274 1.3743 0.377
H -3.0002 -0.2769 -1.1396 0.357
H -1.1094 1.4903 1.7555 0.216
H -0.7578 -1.8595 -0.4849 0.202
N 1.7172 -0.2217 -0.3901 -0.183
H 3.3109 0.8700 0.5423 0.198
N 1.0278 0.5378 0.3132 -0.164
N -2.5604 0.4714 0.5974 -0.447
H 3.6687 0.3444 -1.1019 0.206
C -1.2761 0.8107 0.9593 0.030
N -2.4339 -0.6286 -0.3465 -0.457
C 3.1350 0.0665 -0.1737 -0.460
```

The energy above the lowest of the compared OMol25 structures with the same formula, charge and spin comes out at 73.7 kcal/mol. Its maximum force is 1.98 eV Å⁻¹. The spin multiplicity is 1.

Record 8
DFT (wB97M-V/def2-TZVPD) results for the molecule C4H8N4 at a distorted geometry.

```
16
Properties=species:S:1:pos:R:3:nbo_charge:R:1
C -0.4269 -0.3413 -0.7575 0.151
H 1.3986 0.7909 1.7824 0.360
H 2.1572 -0.0783 -1.7069 0.215
H -0.6738 0.9725 2.6147 0.357
H -2.2321 -0.8991 -0.0537 0.362
H -1.5530 -0.7808 -2.4710 0.197
H -0.0091 0.1733 -2.7471 0.214
H -1.6519 -1.0216 2.1165 0.358
N -1.2424 -0.9830 0.1695 -0.460
C 2.0388 0.3687 -0.7402 -0.481
N -0.6536 0.7128 1.6318 -0.334
N 0.6360 0.9524 1.1262 -0.461
C 0.8686 0.3628 -0.1155 0.150
C -0.6743 -0.3126 -2.0610 -0.489
H 2.9055 0.8283 -0.2956 0.198
N -0.8876 -0.7451 1.5075 -0.339
```

The energy above the lowest of the compared OMol25 structures with the same formula, charge and spin comes out at 100.8 kcal/mol. Its maximum force is 2.89 eV Å⁻¹. The spin multiplicity is 1.